Record 1
Entry from the OMol25 dataset: C22H24N2O5S as an isolated structure (the ωB97M-V functional and the def2-TZVPD basis).

## Properties
LUMO level ... 0.2 eV
Highest occupied orbital energy ... -8.4787 eV

```
54
Properties=species:S:1:pos:R:3:forces:R:3
C 0.90654 4.38092 -0.40735 1.3 -3.3 -4.6
H 0.19648 5.14057 -0.39075 -1.2 1.1 0.2
O 0.10369 3.06862 -0.63543 2.1 3.1 1.4
C 0.86932 1.98003 -0.79599 5.9 2.6 0.5
C 0.22514 0.88982 -1.00129 -12.3 0.8 1.1
C 0.62894 -0.30599 -1.02913 2.3 -6.1 -1.4
C 1.97399 -0.35068 -1.04881 -3.9 -17.0 -1.8
C 2.85620 0.46016 -1.05089 -1.4 11.6 1.1
C 2.31816 1.73156 -0.79378 -1.2 5.1 -0.5
H 2.91789 2.68888 -0.75848 -0.2 -1.5 0.2
H 3.75715 0.30066 -0.96894 9.1 -1.5 0.2
H 2.45833 -1.66887 -1.25611 -1.5 3.7 0.8
C -0.16617 -1.53894 -1.28341 -5.3 -0.8 2.6
N -1.01531 -1.95931 0.14869 14.1 -0.8 -0.7
C -2.17764 -1.91765 0.03516 -15.4 3.2 3.6
O -3.10477 -1.93015 1.08260 3.6 -0.7 -4.7
C -2.60385 -1.35248 -1.37904 -5.1 -3.5 7.4
C -1.52410 -1.26865 -2.00291 4.8 -0.2 -6.1
C -1.39473 -1.23134 -3.56700 -9.0 4.9 10.6
O -0.45862 -1.55383 -3.99393 14.3 -6.6 -7.5
C -2.20335 -0.30568 -4.15462 -1.8 0.4 3.4
C -2.55818 -0.11917 -5.31678 1.1 -3.1 -15.9
C -3.52165 0.76872 -5.80109 -0.7 3.9 0.4
C -4.05236 1.52555 -4.63451 6.3 -8.1 -2.4
S -3.23665 0.58789 -3.35200 -4.8 6.4 4.9
H -4.73155 2.21384 -4.82579 -3.1 3.3 0.6
H -3.61205 1.18066 -6.94636 0.0 -1.6 3.1
H -2.01491 -0.89694 -6.20485 -1.4 2.4 2.4
O -3.94507 -1.35823 -1.53861 3.0 1.4 -5.0
H -4.47586 -1.58518 -0.84031 -1.1 -1.1 3.8
C -0.19299 -2.22572 1.32702 4.4 5.0 -2.1
H 0.98076 -2.39745 0.99778 -3.2 -0.2 0.6
H -0.61591 -2.97851 1.86618 -0.9 -1.9 1.8
C -0.09319 -0.78398 2.19835 -4.6 -12.9 5.7
N 0.93541 -0.86847 3.21135 -13.2 -2.6 5.3
C 1.97093 -0.52056 2.72139 16.8 7.6 -6.9
C 3.32994 -0.72443 3.61467 -8.8 8.4 2.1
H 3.99663 -0.01728 3.48413 4.1 2.2 -1.9
O 2.90607 -0.00599 4.96605 -0.2 -2.0 -0.5
C 1.63743 -0.50544 5.61563 1.9 -0.1 -6.2
C 0.46439 -0.07568 4.42186 1.0 -10.2 5.5
H -0.47555 -0.56672 5.09802 1.9 1.4 -3.0
H 0.48403 0.89308 4.37641 0.0 5.6 -0.9
H 1.61653 0.19987 6.37537 -0.6 0.4 2.2
H 1.85993 -1.63814 5.72573 -1.4 1.9 0.5
H 3.33209 -1.64398 3.70794 1.6 -8.9 1.3
H 2.37826 -0.79322 1.66406 -1.6 -0.7 1.5
H 2.03352 0.83038 2.31502 -0.3 -2.4 1.2
H -1.14876 -0.98501 2.71310 2.1 1.2 -0.7
H -0.12753 0.01627 1.75760 0.0 8.5 -5.4
H 0.23607 -2.53331 -1.55346 0.6 1.2 -0.1
H -1.03186 0.92515 -0.82542 3.2 0.5 -1.0
H 1.50008 4.41250 -1.48844 -1.2 0.5 3.0
H 1.60870 4.41189 0.42139 -0.2 -0.5 0.1
```
Positions in Å, forces in eV/Å.

Here are the Löwdin charges for atoms 1 to 4, given in e: number 1, C, carries 0.021; number 2, H, carries 0.047; number 3, O, carries -0.069; number 4, C, carries -0.315

***

Record 2
Entry from the OMol25 dataset: a 2-piece molecular cluster, C22H24N4O4 overall (the ωB97M-V functional and the def2-TZVPD basis).

## Properties
SMILES string ... N[C@@H](Cc1c[nH]c2ccccc12)C(=O)O.N[C@@H](Cc1c[nH]c2ccccc12)C(=O)O
LUMO level ... 0.6 eV
Highest occupied orbital energy ... -7.8879 eV

```
54
Properties=species:S:1:pos:R:3:forces:R:3
N 0.39698 -0.67097 1.03170 -1.3 0.0 1.7
C 0.08269 0.42600 2.01397 0.6 0.3 0.2
C 1.09903 0.66663 3.21939 -2.2 -2.2 -2.7
C 1.02834 -0.44935 4.12044 -1.0 -0.8 0.5
C 0.05801 -0.68897 5.02449 -0.2 0.0 0.8
N 0.30342 -1.85551 5.70839 3.2 0.1 -4.5
C 1.38631 -2.51288 5.05970 -0.5 0.4 0.8
C 2.13724 -3.66584 5.27792 -0.6 -1.6 1.3
C 3.31325 -3.96120 4.55297 -1.1 2.7 0.6
C 3.88324 -2.92922 3.76890 -3.6 0.8 0.6
C 3.07083 -1.78600 3.54674 -0.2 -5.6 2.2
C 1.81958 -1.62186 4.08887 0.9 0.1 0.5
C -0.03610 1.71032 1.14792 -0.3 -0.3 -0.6
O 0.05384 2.83929 1.58166 -0.1 -1.3 -0.9
O -0.28044 1.30128 -0.13740 0.4 0.5 3.1
H 0.06357 -1.56843 1.34511 0.0 -0.2 0.2
H 1.34282 -0.77360 0.74858 1.0 0.2 0.0
H -0.94882 0.18777 2.37393 0.9 0.3 0.0
H 0.92560 1.55312 3.67766 -0.9 2.8 1.2
H 2.03770 0.74144 2.79928 2.2 0.2 -1.1
H -0.84749 -0.15491 5.26377 0.2 0.4 0.1
H -0.22805 -2.10875 6.42096 -2.6 -1.9 3.6
H 1.77368 -4.34140 6.10865 0.6 0.5 -1.2
H 3.86063 -4.81448 4.80178 0.7 -1.3 0.2
H 4.85178 -2.94866 3.38871 1.4 -0.3 -0.6
H 3.42403 -1.01309 3.10153 2.6 4.8 -3.3
H -0.29683 0.27755 0.02091 0.5 1.1 -0.3
N -0.53353 2.79262 -1.98140 -1.8 3.0 0.5
C -1.43505 3.38434 -2.92857 1.5 -0.3 -0.2
C -2.45036 2.31002 -3.35303 1.2 -0.3 -1.2
C -2.01027 1.03381 -4.03960 0.3 -0.8 -1.5
C -2.33192 0.54759 -5.30879 -0.7 1.4 0.2
N -1.74324 -0.64035 -5.62895 0.6 1.5 3.4
C -0.99566 -1.00822 -4.52889 0.0 0.4 -0.5
C -0.07708 -2.03521 -4.39798 -0.7 0.3 -0.1
C 0.55739 -2.17857 -3.18431 -1.7 0.3 0.3
C 0.07307 -1.50700 -2.03078 -0.9 1.6 -3.7
C -0.78337 -0.42419 -2.25223 0.2 2.0 1.4
C -1.18874 -0.03271 -3.51871 -0.2 -1.2 -0.5
C -2.08036 4.49992 -2.07271 0.8 0.9 -0.5
O -1.60091 4.98134 -1.07641 -0.7 -0.6 -1.0
O -3.20250 4.98028 -2.63283 -0.2 1.1 1.5
H -0.07134 2.07061 -2.35632 2.2 -3.3 -1.6
H 0.12414 3.46107 -1.61987 0.0 0.2 0.3
H -0.86718 3.73322 -3.84136 -0.9 0.5 0.6
H -3.24403 2.71826 -3.91952 -1.0 0.5 -0.7
H -2.80533 2.03593 -2.43391 -1.5 -0.9 2.4
H -3.03723 0.90115 -6.04417 0.0 0.6 0.1
H -1.85450 -1.09367 -6.46223 -0.2 -1.3 -2.2
H 0.03191 -2.74599 -5.21021 0.5 0.1 0.0
H 1.32155 -2.87101 -3.27738 1.4 -1.5 1.0
H 0.28569 -1.64591 -1.04860 1.3 -1.0 2.3
H -1.03101 0.37780 -1.47135 0.0 -2.1 -1.4
H -3.32500 4.51658 -3.43642 -0.5 -0.6 -1.4
```
Positions in Å, forces in eV/Å.

Here are the Löwdin charges for atoms 1 to 4, given in e: number 1, N, carries 0.059; number 2, C, carries -0.173; number 3, C, carries -0.069; number 4, C, carries -0.210

***

Record 3
Entry from the OMol25 dataset: C22H24N4O4S3Ti as an isolated structure (the ωB97M-V functional and the def2-TZVPD basis).

## Properties
LUMO level ... 3.7 eV
Charge ... -2
Highest occupied orbital energy ... -0.1026 eV

```
58
Properties=species:S:1:pos:R:3:forces:R:3
Ti -0.07193 0.64520 0.63844 1.2 1.4 -2.3
N 0.07945 0.77469 2.73355 -0.6 0.8 0.5
C -1.25460 1.01178 3.24343 -0.4 0.6 0.0
C -1.25277 1.51791 4.68533 0.3 -0.5 0.1
C -0.15287 0.84296 5.53478 -0.1 0.1 0.1
C -0.20675 -0.66789 5.83288 0.2 -0.1 -0.1
N 0.03563 -1.64481 4.73328 -0.7 1.7 -0.6
C 1.11316 -1.57916 3.89995 1.3 -3.2 1.5
N 1.05866 -2.31915 2.76788 -0.3 0.9 -0.1
N 2.33234 -1.26684 4.38865 -1.0 1.1 -0.5
C -1.90626 2.04162 2.26797 0.2 0.0 0.2
O -2.90339 2.64340 2.62740 0.0 0.0 0.0
O -1.26182 2.16399 1.15841 -0.5 0.0 0.4
H 0.50944 -0.02396 3.13856 0.3 0.0 0.0
H 0.71034 1.59254 2.88078 0.1 -0.2 -0.1
H -1.84267 0.09377 3.14233 0.0 0.0 0.0
H -2.25107 1.39633 5.11073 0.1 -0.1 0.1
H -1.04754 2.59044 4.70075 0.0 0.0 -0.1
H -0.15837 1.33207 6.51393 0.1 -0.1 0.0
H 0.82129 1.07625 5.09620 0.0 0.1 0.0
H -1.17481 -0.92428 6.26314 0.0 -0.1 -0.1
H 0.53380 -0.88805 6.60511 0.0 0.0 0.0
H -0.79891 -1.85242 4.19462 0.0 -0.2 0.2
H 0.39625 -1.95744 2.03320 -0.1 -0.3 0.0
H 1.97367 -2.35833 2.32650 0.0 0.2 -0.1
H 2.33318 -0.58189 5.13624 0.1 -0.2 0.1
H 2.99107 -0.93405 3.65560 0.5 -0.1 0.1
S 4.59647 0.50781 3.02371 0.1 -0.1 -0.1
C 3.20653 1.07225 2.19661 -0.1 0.2 0.5
S 2.57322 2.63143 2.51688 0.0 -0.1 -0.2
S 2.40391 -0.04453 1.14785 0.2 0.3 -0.4
C 0.27691 1.25395 -1.26404 0.1 -0.2 0.3
C 0.06536 0.75036 -2.37610 0.0 0.2 -0.2
C -0.17185 0.21955 -3.65616 -0.1 -0.1 0.1
C -1.18102 0.86235 -4.47706 0.0 0.0 0.0
C -1.48730 2.23295 -4.30332 0.0 0.0 0.0
C -2.45894 2.86814 -5.05377 0.0 0.0 0.0
C -3.19339 2.17934 -6.01796 0.0 0.0 0.0
C -2.93304 0.82362 -6.18825 0.0 0.0 0.0
C -1.96138 0.17992 -5.43928 0.1 0.0 0.0
C 0.55378 -0.96960 -4.04393 0.1 0.0 0.0
C 1.21617 -1.76144 -3.07344 0.0 0.0 0.0
C 1.97155 -2.86513 -3.42048 0.0 0.0 0.0
C 2.11173 -3.26150 -4.75003 0.0 0.0 0.0
C 1.47409 -2.49951 -5.72372 0.0 0.0 0.0
C 0.72321 -1.38459 -5.38759 0.0 0.0 0.1
H -0.93500 2.78214 -3.55039 0.0 0.0 0.0
H -2.64791 3.92433 -4.88868 0.0 0.0 0.0
H -3.95007 2.68289 -6.60900 0.0 0.0 0.0
H -3.51188 0.25303 -6.90916 0.0 0.0 0.0
H -1.81749 -0.88585 -5.56354 0.0 0.0 0.0
H 1.11188 -1.48518 -2.03107 0.0 0.0 0.0
H 2.46542 -3.43032 -2.63576 0.0 0.0 0.0
H 2.70309 -4.12996 -5.01759 0.0 0.0 0.0
H 1.57603 -2.77111 -6.77078 0.0 0.0 0.0
H 0.28230 -0.79268 -6.17905 0.0 0.0 0.0
O -1.47942 -0.50215 0.57490 -0.3 -0.6 0.3
O -0.18747 -1.16517 0.56055 -0.3 -1.3 0.4
```
Positions in Å, forces in eV/Å.

Here are the Löwdin charges for atoms 1 to 4, given in e: number 1, Ti, carries 0.799; number 2, N, carries -0.081; number 3, C, carries -0.280; number 4, C, carries -0.130

***

Record 4
Entry from the OMol25 dataset: C22H24N5OPtSSi as an isolated structure (the ωB97M-V functional and the def2-TZVPD basis).

## Properties
Multiplicity ... 4
LUMO level (alpha / beta) ... 0.4 / -0.4 eV
Highest occupied orbital energy (alpha / beta) ... -5.1132 / -7.2666 eV

```
55
Properties=species:S:1:pos:R:3:forces:R:3
Pt -0.61703 0.51527 0.64240 0.2 0.1 -0.1
N -3.35082 -2.11095 2.48620 0.0 -0.1 0.0
C -2.63967 -1.94981 3.67188 0.0 0.2 0.1
C -1.35768 -1.25623 3.34048 -0.1 0.0 0.3
N -1.48574 -0.95607 1.91067 0.4 -0.5 0.1
C -2.68607 -1.40130 1.48288 -0.1 0.1 -0.1
C -3.10254 -1.04334 0.20604 0.0 0.0 0.0
N -2.30884 -0.23588 -0.53964 -0.3 0.0 0.2
C -2.97107 -0.00396 -1.71350 0.1 0.0 -0.1
C -4.15582 -0.66517 -1.71992 0.0 0.0 0.0
N -4.23629 -1.34519 -0.50838 0.0 0.0 0.0
H -4.19288 -2.64027 2.37653 0.0 0.0 0.0
H -2.88955 -2.49561 4.56378 0.0 -0.1 0.0
H -0.52381 -1.96317 3.51735 0.0 0.0 0.0
H -2.54750 0.61396 -2.48606 0.0 0.0 0.0
H -4.93108 -0.72579 -2.46088 0.0 0.0 0.0
H -5.03434 -1.85045 -0.17427 0.0 0.0 0.0
C -0.45610 -3.30812 0.39424 0.1 -0.1 -0.1
Si 0.74963 -2.38127 1.43789 -0.5 0.2 -0.1
C 1.43237 -3.46203 2.79361 0.0 0.0 0.0
C -1.03523 -0.01352 4.16721 0.0 0.0 0.0
N 1.38955 -0.99117 0.95650 0.1 0.0 0.0
C 2.65368 -0.43060 1.02889 0.0 0.1 -0.1
C 3.47790 -0.49609 2.15320 0.0 0.1 0.1
C 4.74877 0.05669 2.16622 0.0 0.0 0.0
C 5.23954 0.68821 1.03462 0.0 0.0 0.0
C 4.44796 0.76697 -0.10279 0.0 0.0 0.0
C 3.16979 0.23217 -0.10148 0.1 -0.1 0.0
O 2.38375 0.20438 -1.23085 0.0 0.0 0.0
C 2.50205 1.17851 -2.18907 0.0 0.0 0.0
C 2.34174 0.77398 -3.50817 0.0 0.0 0.1
C 2.36677 1.71802 -4.52233 0.0 0.0 0.0
C 2.55845 3.06076 -4.22703 0.0 0.0 0.0
C 2.71619 3.45189 -2.90585 0.0 0.0 0.0
C 2.68529 2.52017 -1.88016 0.0 0.0 0.0
H -1.32496 -3.63795 0.96480 0.0 0.0 0.0
H 0.04747 -4.20065 0.00916 0.0 0.0 -0.1
H -0.78353 -2.68959 -0.43996 0.0 0.0 0.0
H 0.66457 -4.15649 3.14022 0.0 0.0 0.0
H 1.81314 -2.89529 3.64074 0.0 0.0 0.0
H 2.25687 -4.05470 2.38642 0.0 0.0 0.0
H -0.78388 -0.29224 5.19162 0.0 0.0 0.0
H -1.88788 0.66462 4.18164 0.0 0.0 0.0
H -0.18416 0.50656 3.72269 0.0 0.0 0.0
H 3.09511 -0.97419 3.04759 0.0 0.0 0.0
H 5.35132 -0.00856 3.06269 0.0 0.0 0.0
H 6.23356 1.11393 1.02610 0.0 0.0 0.0
H 4.82328 1.23765 -1.00108 0.0 0.0 0.0
H 2.18853 -0.27667 -3.71371 0.0 0.0 0.0
H 2.23826 1.40018 -5.54901 0.0 0.0 0.0
H 2.58153 3.79562 -5.02031 0.0 0.0 0.0
H 2.85153 4.49871 -2.66432 0.0 0.0 0.0
H 2.78946 2.82523 -0.84895 0.0 0.0 0.0
S -0.30828 3.73123 -0.18659 0.1 0.0 -0.1
C -0.28614 2.20563 0.07024 -0.1 0.2 0.1
```
Positions in Å, forces in eV/Å.

Here are the Löwdin charges for atoms 1 to 4, given in e: number 1, Pt, carries 1.030; number 2, N, carries 0.070; number 3, C, carries -0.045; number 4, C, carries -0.428

***

Listing ΔE to the lowest compared entry with this formula, charge and spin for the structures above in their given order: 580.01 112.33 34.02 37.69 kcal/mol.
Listing maximum force for the structures above in their given order: 19.73 6.36 3.78 0.65 eV/Å.